Record 1
{
  "formula": "C4H12NO2",
  "method": "wB97M-V/def2-TZVPD",
  "gap_ev": 7.6498,
  "total_charge": -1,
  "homo_energy_ev": -3.5,
  "relative_energy_kj_mol": 438.4,
  "lumo_ev": 4.1,
  "e_tot_ha": -364.6885,
  "symbols": ["C", "C", "N", "C", "C", "O", "H", "H", "H", "H", "H", "H", "H", "H", "H", "H", "H", "H", "O"],
  "xyz": [[-1.738, -0.187, -0.800], [-0.678, 0.547, -1.641], [0.577, -0.215, -1.763], [1.123, -0.783, -0.118], [1.587, 0.533, 0.585], [1.581, 0.585, 2.000], [-1.778, -1.255, -1.082], [-2.772, 0.175, -0.910], [-1.421, -0.227, 0.244], [-0.976, 0.915, -2.624], [-0.546, 1.445, -0.981], [0.420, -1.146, -1.130], [2.077, -1.221, -0.456], [0.759, -1.415, 0.701], [2.563, 0.725, 0.199], [0.950, 1.344, 0.249], [-1.321, -0.493, 2.849], [0.618, 0.326, 2.195], [-1.023, 0.347, 2.483]],
  "mulliken_charge": [-1.22, -0.10, -0.55, -0.76, -0.33, -0.60, 0.33, 0.36, 0.35, 0.40, 0.13, 0.29, 0.35, 0.36, 0.41, 0.14, 0.15, 0.36, -1.08]
}

Record 2
{
  "formula": "C14H16F2N4O2",
  "method": "wB97M-V/def2-TZVPD",
  "gap_ev": 8.8899,
  "total_charge": 0,
  "homo_energy_ev": -8.9,
  "relative_energy_kj_mol": 190.6,
  "lumo_ev": -0.1,
  "e_tot_ha": -1112.2242,
  "smiles": "O=c1nc(CCCCCCc2nc(=O)c(F)c[nH]2)[nH]cc1F",
  "symbols": ["O", "O", "F", "F", "N", "N", "C", "C", "C", "C", "C", "C", "C", "C", "N", "N", "C", "C", "C", "C", "C", "C", "H", "H", "H", "H", "H", "H", "H", "H", "H", "H", "H", "H", "H", "H", "H", "H"],
  "xyz": [[2.365, -1.468, -3.366], [-2.568, 0.510, 0.611], [0.009, -1.948, -4.422], [-3.586, -1.890, 1.899], [1.889, 0.440, -2.354], [-1.204, 0.833, 2.290], [1.547, -0.645, -3.115], [-2.222, 0.129, 1.761], [0.969, 1.311, -2.112], [-0.674, 0.452, 3.463], [0.223, -0.785, -3.681], [-2.610, -1.140, 2.450], [-0.805, -0.003, -3.214], [-2.204, -1.360, 3.739], [-0.394, 1.133, -2.467], [-1.245, -0.578, 4.248], [1.441, 2.470, -1.232], [0.708, 0.941, 3.684], [2.792, 2.287, -0.649], [1.904, 0.649, 2.770], [2.975, 1.173, 0.459], [1.714, 1.148, 1.333], [-1.799, -0.242, -3.443], [-2.413, -2.286, 4.213], [-1.023, 1.215, -1.639], [-0.558, -0.976, 4.890], [1.501, 3.275, -1.883], [0.738, 2.655, -0.391], [1.091, 0.418, 4.610], [0.779, 2.004, 3.786], [3.068, 3.207, -0.213], [3.590, 2.268, -1.386], [2.022, -0.367, 2.716], [2.837, 0.978, 3.236], [3.731, 1.452, 1.228], [3.251, 0.254, 0.064], [0.934, 0.507, 0.717], [1.337, 2.088, 1.511]],
  "mulliken_charge": [-0.61, -0.68, -0.27, -0.27, -0.29, -0.40, 0.49, 0.62, 0.18, 0.34, 0.25, 0.20, -0.39, -0.37, -0.26, -0.17, -0.60, -0.68, -1.09, -1.13, -0.89, -0.17, 0.47, 0.41, 0.31, 0.29, 0.48, 0.35, 0.26, 0.33, 0.51, 0.42, 0.48, 0.47, 0.43, 0.43, 0.08, 0.48]
}